1.
{
  "formula": "C8H16O16S4",
  "method": "wB97M-V/def2-TZVPD",
  "symbols": ["C", "C", "O", "S", "O", "O", "O", "H", "H", "H", "H", "C", "C", "O", "S", "O", "O", "O", "H", "H", "H", "H", "C", "C", "O", "S", "O", "O", "O", "H", "H", "H", "H", "C", "C", "O", "S", "O", "O", "O", "H", "H", "H", "H"],
  "positions_angstrom": [[7.748980, 7.265872, -1.689039], [6.252084, 7.119551, -1.335394], [5.718430, 8.504222, -1.501440], [6.833377, 9.676520, -2.004402], [7.002458, 10.866125, -1.145949], [6.719250, 9.907422, -3.448334], [7.997440, 8.579857, -1.890013], [7.984521, 7.001669, -2.719974], [8.379525, 6.738049, -0.973556], [6.035906, 6.730587, -0.340366], [5.569300, 6.707205, -2.078278], [-2.190593, -3.491035, 5.124909], [-0.688877, -3.633766, 5.363977], [-0.573947, -3.576014, 6.737882], [-1.969014, -3.933380, 7.582906], [-2.098294, -3.130073, 8.763750], [-2.160330, -5.397528, 7.587883], [-2.941782, -3.429284, 6.345086], [-2.502384, -4.451630, 4.714862], [-2.418729, -2.685401, 4.427051], [-0.059307, -2.775347, 5.129757], [-0.162077, -4.508606, 4.982885], [-9.266240, -2.450813, -3.641311], [-8.280134, -2.540935, -4.879973], [-7.079925, -2.976440, -4.421195], [-6.869308, -2.831640, -2.774675], [-5.873491, -1.790506, -2.436430], [-6.992204, -4.160232, -2.057662], [-8.339965, -2.019817, -2.673641], [-9.621330, -3.449234, -3.386050], [-10.104313, -1.753882, -3.644120], [-8.080374, -1.600544, -5.393654], [-8.495479, -3.253366, -5.676324], [1.591799, -1.723347, -0.836325], [2.740442, -2.860010, -0.905962], [3.836458, -2.069222, -1.209859], [3.885056, -0.841350, -0.085958], [4.506894, 0.387119, -0.553706], [4.309210, -1.412729, 1.213026], [2.240789, -0.689811, -0.162625], [0.572607, -1.931623, -0.510791], [1.384651, -1.433769, -1.866544], [2.617828, -3.420747, -1.832580], [2.841090, -3.262118, 0.102154]],
  "atomic_forces_ev_per_a": [[-1.218, -2.189, -1.600], [-0.945, 2.003, -1.171], [0.703, 2.044, 0.568], [-0.130, -0.636, -1.066], [-0.636, -3.530, -1.472], [-0.435, -0.225, 2.753], [1.875, 4.650, 1.624], [-0.309, -1.962, 0.206], [0.208, 0.596, 0.084], [0.101, 0.396, 0.002], [0.782, -1.154, 0.074], [-0.554, -1.691, -1.461], [0.674, 1.107, 0.275], [-0.826, -0.526, 4.360], [-0.230, -2.405, -2.138], [0.347, -0.805, -1.572], [0.725, 3.128, 0.567], [1.444, 1.022, 1.259], [-0.180, 0.207, -0.593], [-0.316, 0.095, 0.499], [-0.423, 0.189, -0.993], [-0.663, -0.318, -0.198], [1.415, -0.876, -1.105], [-2.492, 0.807, -1.422], [3.592, -1.527, 3.210], [-1.775, 0.502, 1.357], [-2.062, -3.301, -0.923], [0.884, 4.371, -2.742], [1.625, -0.370, 1.580], [-0.160, -0.087, -0.045], [0.374, 0.092, -0.421], [-0.525, 0.461, 0.310], [-0.866, -0.073, 0.202], [0.754, -1.724, -1.811], [-2.758, 1.524, -0.142], [2.433, 2.371, 0.926], [0.116, -0.565, 1.137], [-1.231, -2.548, 0.404], [-1.247, 1.336, -3.111], [1.176, 1.385, 1.314], [0.497, -0.291, 1.181], [0.449, 0.352, -0.285], [-0.234, -0.867, 0.810], [0.037, -0.969, -0.430]],
  "smiles": "O=S1(=O)OCCO1.O=S1(=O)OCCO1.O=S1(=O)OCCO1.O=S1(=O)OCCO1",
  "gap_ev": 10.983,
  "e_homo_ha": -0.4031
}

2.
{
  "formula": "C11H12Cl2N2O3S",
  "method": "wB97M-V/def2-TZVPD",
  "symbols": ["O", "C", "N", "H", "C", "C", "H", "H", "C", "H", "H", "C", "H", "H", "C", "H", "H", "H", "C", "H", "H", "O", "C", "O", "C", "N", "S", "C", "C", "Cl", "Cl"],
  "positions_angstrom": [[-3.012501, 2.570793, 0.157222], [-2.615879, 1.628816, -0.491314], [-2.936773, 0.347477, -0.270471], [-2.547099, -0.375728, -0.861027], [-3.675960, -0.101438, 0.890662], [-2.750257, -0.840815, 1.861671], [-1.805939, -0.317068, 2.005111], [-3.245899, -0.929180, 2.828462], [-2.571762, -2.218518, 1.218971], [-2.370278, -2.984655, 1.965854], [-1.728404, -2.203752, 0.527045], [-3.882500, -2.490268, 0.455584], [-4.446658, -3.299752, 0.916543], [-3.669263, -2.784173, -0.571501], [-4.686104, -1.179351, 0.495784], [-5.160671, -0.953083, -0.457573], [-5.463402, -1.230779, 1.257688], [-4.136190, 0.784672, 1.332955], [-1.653262, 1.806437, -1.686721], [-1.540732, 2.869199, -1.902312], [-2.025547, 1.264316, -2.561770], [-0.347922, 1.338897, -1.344231], [-0.084997, 0.046724, -1.483957], [-0.858499, -0.777869, -1.902969], [1.297557, -0.258304, -1.025227], [2.032268, -1.131784, -1.670062], [3.484256, -1.336545, -0.990225], [3.172362, -0.213726, 0.289003], [1.907337, 0.308787, 0.125157], [1.182997, 1.429649, 1.188338], [4.277699, 0.154045, 1.520813]],
  "atomic_forces_ev_per_a": [[-0.074, 0.372, 0.198], [0.489, 0.043, -0.642], [-0.149, -0.673, 0.065], [0.074, 0.273, -0.112], [-0.199, 0.230, 0.330], [-0.002, 0.078, -0.049], [0.003, 0.076, 0.075], [-0.028, 0.004, 0.073], [0.056, -0.046, 0.117], [0.095, -0.034, -0.035], [0.052, -0.037, 0.007], [-0.045, -0.126, -0.036], [-0.006, -0.055, -0.079], [-0.034, -0.085, -0.028], [-0.027, 0.085, -0.006], [-0.090, 0.051, 0.019], [-0.037, 0.011, 0.013], [0.038, -0.138, -0.057], [-0.595, 0.177, -0.025], [-0.051, -0.198, 0.083], [0.094, 0.097, 0.079], [0.336, 0.116, 0.005], [-0.298, -0.277, -0.238], [0.193, 0.011, -0.057], [0.519, -0.178, 0.152], [-0.602, -0.102, -0.493], [-0.144, 0.637, 0.747], [-0.359, -0.117, -0.453], [0.649, -0.204, 0.119], [0.086, 0.013, 0.174], [0.056, -0.004, 0.055]],
  "gap_ev": 9.383,
  "e_homo_ha": -0.3535
}

3.
{
  "formula": "C8H8N4O6PdS3",
  "method": "wB97M-V/def2-TZVPD",
  "symbols": ["Pd", "O", "S", "O", "O", "O", "N", "C", "S", "N", "C", "C", "C", "C", "C", "C", "H", "H", "H", "H", "H", "H", "H", "H", "S", "C", "N", "O", "N", "O"],
  "positions_angstrom": [[-2.755177, 0.378656, -0.021580], [-4.137466, -1.236581, -0.689123], [-4.091589, -1.555187, 0.795378], [-4.905250, -2.639412, 1.214501], [-2.606971, -1.727099, 1.028202], [-4.414467, -0.216863, 1.414180], [-0.096505, -1.002605, 1.722190], [-0.238379, 0.310404, 1.612565], [-1.673597, 1.090679, 2.181630], [0.694721, 1.082748, 1.052119], [1.876773, 0.670458, 0.387141], [2.152934, 1.241728, -0.851310], [3.306686, 0.880884, -1.525013], [4.175278, -0.054342, -0.975807], [3.895980, -0.612004, 0.260477], [2.751672, -0.245306, 0.956059], [-0.975251, -1.507154, 1.836583], [0.640222, -1.475461, 1.218460], [0.387505, 2.038525, 0.921398], [1.458684, 1.955803, -1.274851], [3.523366, 1.328930, -2.484943], [5.072016, -0.338079, -1.508455], [4.580331, -1.323454, 0.701781], [2.567017, -0.639732, 1.946393], [-1.113457, -2.210422, -3.684833], [-1.186796, -1.164080, -2.433488], [-1.236456, -0.415820, -1.540782], [-1.541412, 2.251405, -0.487865], [-2.530020, 2.892256, -0.918017], [-3.580393, 2.241127, -0.852988]],
  "atomic_forces_ev_per_a": [[-0.114, -0.042, 0.092], [0.043, 0.023, 0.085], [0.217, 0.205, -0.135], [-0.027, -0.028, 0.005], [-0.126, -0.165, -0.012], [-0.004, -0.025, 0.061], [-0.021, 0.102, -0.092], [0.230, 0.000, -0.165], [-0.210, -0.171, 0.199], [-0.104, 0.070, 0.224], [0.041, -0.005, -0.107], [0.028, -0.072, 0.050], [-0.009, -0.006, 0.015], [-0.013, 0.035, -0.048], [0.002, -0.018, 0.036], [0.033, 0.035, -0.018], [-0.047, -0.073, 0.142], [0.043, 0.075, 0.001], [0.040, -0.043, -0.048], [-0.032, 0.013, -0.011], [0.017, -0.004, -0.021], [0.021, -0.008, -0.007], [0.009, -0.014, 0.008], [-0.016, 0.001, 0.018], [-0.014, 0.182, 0.250], [-0.023, -0.196, -0.278], [-0.009, -0.045, -0.029], [-0.040, 0.127, -0.120], [0.099, 0.017, 0.001], [-0.014, 0.030, -0.096]],
  "spin_multiplicity": 5,
  "gap_ev": [9.272, 4.872],
  "e_homo_ha": [-0.3405, -0.3452]
}

The following maximum force values (in eV/A) correspond, in order, to the records above: 5.3; 1.0; 0.3.